Record 1
This record from the OMol25 dataset describes a cluster of 7 separate species, C28H62IN7O7PS in total in a non-equilibrium geometry. The level of theory is wB97M-V/def2-TZVPD.

Calculated values
Net charge: +1
Orbital gap (hartree): 0.243

Each line ends with the Mulliken charge.
Element x y z (Å)
C  -5.33126  -0.16942  -0.67106  -0.7576
C  -4.41402  -0.00420  -1.97287  -0.0979
O  -3.37053  0.99776  -1.80361  -0.4464
P  -1.98833  0.39862  -1.08019  1.0366
C  -1.42628  1.66057  0.17744  -1.1085
C  -1.98166  1.43673  1.66535  0.9068
C  -2.77093  2.78464  2.09709  -1.6065
C  -0.70229  1.38153  2.65853  -1.4657
N  -0.74915  0.38552  -2.35451  -0.4644
C  0.40859  0.16877  -1.86898  0.1312
S  1.86637  -0.48196  -1.46828  0.0010
C  -2.11588  -1.36550  -0.45993  -0.9483
I  -0.60859  -1.85423  1.07511  0.1988
C  -1.79429  -2.37996  -1.68664  -0.3617
C  -2.23026  -3.87957  -1.36605  -1.0505
H  -5.52563  -1.28736  -0.56423  0.2796
H  -6.28322  0.42527  -0.77652  0.3164
H  -4.75177  0.14074  0.25251  0.1561
H  -4.05869  -1.01097  -2.33716  0.1149
H  -5.09976  0.39493  -2.79250  0.4370
H  -0.29954  1.81300  0.21542  0.4631
H  -1.84546  2.66497  -0.17570  0.3922
H  -2.66532  0.54640  1.78961  0.4745
H  -2.23131  3.69071  1.66433  0.3694
H  -3.86880  2.75135  1.84474  0.2481
H  -2.61473  2.86695  3.22304  0.4030
H  0.21709  0.97807  2.11466  0.3486
H  -0.96272  0.57556  3.42392  0.2879
H  -0.49327  2.37362  3.15015  0.3639
H  -3.11959  -1.61543  0.01032  0.6481
H  -0.65385  -2.39807  -1.74829  0.2565
H  -2.15410  -1.99191  -2.68431  0.5562
H  -1.61613  -4.26480  -0.48926  0.2054
H  -1.90209  -4.51217  -2.25516  0.3550
H  -3.33702  -4.01390  -1.19169  0.2850
C  7.41712  -2.97059  0.31153  -1.3506
C  6.67151  -2.28883  -0.80381  0.7989
O  7.03978  -2.35560  -1.96777  -0.6078
N  5.55326  -1.57987  -0.48620  -0.0158
C  4.95393  -1.37862  0.81807  -0.8414
H  8.28042  -3.49172  -0.09989  0.3058
H  7.77101  -2.23288  1.03440  0.3697
H  6.77342  -3.70276  0.80301  0.3649
H  5.11130  -1.15350  -1.28710  0.1495
H  3.93181  -1.76586  0.78915  0.2275
H  4.92338  -0.30511  1.01912  0.2184
H  5.50799  -1.87891  1.60794  0.3731
C  -1.95860  -7.43465  0.82276  -1.3329
C  -1.35945  -7.33895  -0.55507  0.8251
O  -0.69256  -6.37282  -0.90912  -0.6676
N  -1.57646  -8.36567  -1.41706  -0.1685
C  -2.32866  -9.58391  -1.19378  -0.8334
H  -1.69799  -6.54229  1.39098  0.2523
H  -3.04666  -7.49698  0.75716  0.3774
H  -1.56132  -8.30573  1.34684  0.4254
H  -1.14363  -8.22901  -2.31890  0.2407
H  -1.66061  -10.43412  -1.34414  0.2876
H  -3.13397  -9.63186  -1.92943  0.2864
H  -2.75052  -9.62851  -0.19294  0.3263
C  7.69990  -2.65752  -6.52833  -1.1335
C  6.69389  -3.74586  -6.79294  0.7216
O  6.75531  -4.46022  -7.78278  -0.6493
N  5.69247  -3.92284  -5.88823  -0.1345
C  5.44728  -3.18833  -4.66448  -0.7278
H  8.43151  -2.64134  -7.33509  0.2787
H  7.20333  -1.68574  -6.49254  0.3256
H  8.22408  -2.84869  -5.58984  0.3196
H  5.05958  -4.66950  -6.13403  0.2170
H  5.46702  -3.89339  -3.83143  0.2631
H  4.45212  -2.73920  -4.72739  0.2499
H  6.18580  -2.40969  -4.49522  0.2738
C  -1.30368  5.70548  5.64130  -1.4395
C  -2.31234  5.66750  4.52467  0.8533
O  -3.20270  4.82747  4.48120  -0.6432
N  -2.21417  6.60435  3.54358  -0.1104
C  -1.24346  7.67236  3.41373  -0.8667
H  -1.51342  4.89867  6.34236  0.3163
H  -0.29612  5.56520  5.24433  0.3636
H  -1.36988  6.65427  6.17690  0.4138
H  -2.92459  6.51418  2.83212  0.2251
H  -1.77811  8.62404  3.39354  0.2938
H  -0.71325  7.54396  2.46772  0.2834
H  -0.52722  7.67774  4.23134  0.3321
C  -7.65223  4.32035  0.58158  -1.2933
C  -7.78301  3.00095  1.29453  0.8316
O  -7.72697  1.93111  0.69875  -0.6538
N  -7.96819  3.01925  2.63983  -0.1742
C  -8.06130  4.16706  3.51951  -0.8221
H  -7.50984  4.14077  -0.48338  0.2799
H  -8.56022  4.91163  0.71357  0.3860
H  -6.78636  4.86830  0.95865  0.3419
H  -8.04691  2.09805  3.04518  0.2257
H  -7.26909  4.09381  4.26726  0.2726
H  -9.02891  4.13706  4.02432  0.2979
H  -7.96387  5.10617  2.98084  0.3162
C  4.34980  2.62247  -0.33172  -0.9903
C  5.09582  2.88563  0.94894  0.7085
O  4.83724  2.28396  1.98340  -0.6684
N  6.08049  3.82130  0.93382  -0.1660
C  6.53356  4.63291  -0.17771  -0.7981
H  3.59867  1.85188  -0.15668  -0.0030
H  3.84282  3.52969  -0.66649  0.4619
H  5.03758  2.26653  -1.10165  0.3614
H  6.53285  3.93979  1.82866  0.2404
H  7.59382  4.43142  -0.34237  0.2780
H  6.41032  5.68426  0.08995  0.2809
H  5.98047  4.42527  -1.09032  0.3219



Record 2
This record from the OMol25 dataset describes an isolated molecule of C13H11BrO in a non-equilibrium geometry. The level of theory is wB97M-V/def2-TZVPD.

Calculated values
SMILES string: C=CC(=O)C1=CCCc2ccc(Br)cc21
Orbital gap (hartree): 0.313

Each line ends with the natural charge from an NBO analysis.
Element x y z (Å)
C  -0.69765  -3.04872  2.96791  -0.2714
C  -0.22416  -2.44514  1.78130  -0.3161
C  0.53703  -1.17192  1.77920  0.4876
O  1.08868  -0.81150  2.80849  -0.5216
C  0.80144  -0.37488  0.58602  -0.1473
C  2.10253  -0.27399  0.13907  -0.0898
C  2.44947  0.40846  -1.16288  -0.4464
C  1.55770  1.65994  -1.32967  -0.4189
C  0.08166  1.30537  -1.15067  -0.0114
C  -0.88320  2.02393  -1.88889  -0.1888
C  -2.25418  1.79422  -1.59570  -0.2338
C  -2.63237  0.79162  -0.72938  -0.0729
Br  -4.50149  0.40754  -0.42533  0.0435
C  -1.66262  0.12365  0.02778  -0.2386
C  -0.29312  0.33273  -0.19154  0.0174
H  -0.43364  -2.69507  3.96506  0.2169
H  -1.27426  -3.96050  2.93774  0.1995
H  -0.47513  -2.84574  0.80066  0.2133
H  2.90671  -0.73941  0.70811  0.2195
H  3.53202  0.68726  -1.16029  0.2225
H  2.29205  -0.28539  -2.02292  0.2221
H  1.86670  2.44848  -0.60206  0.2212
H  1.71039  2.06485  -2.31900  0.2163
H  -0.61389  2.77598  -2.62730  0.2208
H  -2.98795  2.44598  -2.05061  0.2271
H  -1.99271  -0.61774  0.75489  0.2293



Record 3
This record from the OMol25 dataset describes a structure of composition C19H21BeIN2 in a non-equilibrium geometry. The level of theory is wB97M-V/def2-TZVPD.

Calculated values
Orbital gap (alpha / beta) (hartree): 0.134 / 0.127

Each line ends with the natural charge from an NBO analysis.
Element x y z (Å)
C  0.26742  -0.83941  1.74463  -1.2421
C  0.80787  1.61818  1.24839  -0.7586
H  -0.51226  -0.86563  2.50832  0.1808
H  1.22972  -0.49613  2.14571  0.1908
H  0.41008  -1.87273  1.42667  0.1605
H  0.84817  2.40908  0.52470  0.1809
H  0.84250  1.91955  2.27353  0.2228
H  1.55471  0.92881  0.91832  0.2358
C  -1.63618  -2.62468  -0.39263  0.1017
C  -2.64301  -3.41823  -0.95728  -0.2447
C  -3.20872  -3.00926  -2.17344  -0.1462
C  -2.78978  -1.83934  -2.81108  -0.2119
H  -1.15759  -2.86291  0.53957  0.2488
H  -2.95794  -4.32772  -0.43201  0.2408
H  -3.99621  -3.61373  -2.65837  0.2309
H  -3.20487  -1.48318  -3.76529  0.2265
N  -1.20318  -1.51082  -1.02878  -0.6605
C  -1.78293  -1.08018  -2.19228  0.1753
C  -1.31514  0.19967  -2.72207  0.1515
N  -0.40808  0.87169  -1.96023  -0.5508
C  -0.01065  2.10436  -2.36559  0.0775
C  -1.39101  2.00256  -4.34963  -0.1541
C  -0.48734  2.69901  -3.54495  -0.2371
H  0.70947  2.62247  -1.73440  0.2255
H  -0.14077  3.69868  -3.81528  0.2359
C  -1.79437  0.73553  -3.93410  -0.2062
H  -2.47833  0.13919  -4.52697  0.2178
H  -1.77597  2.42505  -5.28762  0.2330
Be  -0.00261  -0.47122  -0.67236  1.5786
I  -1.26134  1.02068  1.04833  0.1118
C  1.63432  -0.91324  -1.07217  -1.1292
C  2.93229  -1.04473  -0.41117  -0.0023
C  3.97382  -0.10366  -0.58761  -0.2419
C  5.23486  -0.28707  -0.01082  -0.2102
C  5.46718  -1.42579  0.78868  -0.2533
C  4.45176  -2.38583  0.95909  -0.2240
C  3.21551  -2.18340  0.35696  -0.1698
H  1.71098  -0.17919  -1.87018  0.1977
H  1.32650  -1.87800  -1.49403  0.2111
H  3.79318  0.75821  -1.19450  0.1934
H  6.03391  0.45531  -0.15743  0.2073
H  6.45147  -1.56524  1.25481  0.2054
H  4.65142  -3.27494  1.59195  0.2086
H  2.46701  -2.94620  0.46571  0.1920



Record 4
This record from the OMol25 dataset describes a structure of composition C33H45N4P2SSn. The level of theory is wB97M-V/def2-TZVPD.

Calculated values
Net charge: +1
Orbital gap (hartree): 0.291

Each line ends with the Mulliken charge.
Element x y z (Å)
Sn  -0.99403  0.37631  0.43897  0.4271
C  0.92060  3.40290  -1.55161  -1.5135
C  1.77919  2.28185  -0.95831  1.3033
C  3.24720  2.38697  -1.36220  -1.4942
P  0.93997  0.67194  -1.27929  -0.0880
C  0.45786  0.53301  -3.04482  1.8039
C  -0.08701  -0.87847  -3.26638  -1.5848
C  1.54013  0.86586  -4.06904  -1.5294
C  1.94485  -0.74218  -0.83464  0.8474
C  3.19026  -0.98373  -1.42495  -0.7520
C  3.96682  -2.06092  -1.05197  -1.2361
C  3.47806  -2.91757  -0.06984  -0.9203
C  2.24535  -2.71206  0.51338  -0.8547
C  1.43169  -1.62406  0.14600  0.8832
N  0.19576  -1.40173  0.72946  0.6567
C  -0.04457  -1.90390  2.03695  -2.0132
C  -0.44836  -3.22226  2.24213  0.7230
C  -0.75270  -3.67931  3.51340  -1.0030
C  -0.67935  -2.81728  4.60038  -0.9439
C  -0.29093  -1.50301  4.40735  -0.3417
C  0.03816  -1.02419  3.13795  0.4049
P  0.53701  0.70013  2.79084  0.5620
C  2.30244  0.86634  3.35223  0.6464
C  3.27979  0.57882  2.21440  -1.4505
C  2.66079  0.01308  4.56704  -1.6282
C  -0.46016  1.82060  3.87714  0.6502
C  -0.49268  3.19191  3.19174  -1.3464
C  -0.03137  1.98616  5.33448  -1.5111
H  1.29548  4.36962  -1.21299  0.5093
H  -0.12823  3.32146  -1.25609  0.3401
H  0.95539  3.40021  -2.64218  0.2111
H  1.71879  2.36091  0.13103  -0.2208
H  3.38557  2.28407  -2.43869  0.2656
H  3.85735  1.63451  -0.86414  0.3609
H  3.62808  3.36880  -1.07390  0.4511
H  -0.36361  1.25155  -3.13321  -0.4092
H  0.72156  -1.61119  -3.23646  0.4214
H  -0.56223  -0.93788  -4.24775  0.5110
H  -0.82344  -1.15957  -2.51191  0.2128
H  2.39105  0.18795  -3.99111  0.2427
H  1.90214  1.88925  -3.98463  0.3064
H  1.12514  0.74371  -5.07224  0.4918
H  3.56290  -0.29933  -2.17576  0.3701
H  4.93145  -2.23181  -1.50859  0.4637
H  4.07043  -3.76793  0.24445  0.4247
H  1.90378  -3.39949  1.27381  0.4223
H  -0.52931  -3.87974  1.38467  0.5720
H  -1.05776  -4.70800  3.65691  0.4733
H  -0.92972  -3.16736  5.59282  0.4681
H  -0.24671  -0.84084  5.26041  0.1618
H  2.38226  1.92747  3.61655  0.5202
H  3.19975  -0.45744  1.87895  0.2990
H  4.30358  0.73292  2.56114  0.5607
H  3.11326  1.22389  1.35315  0.1133
H  2.63326  -1.04749  4.31088  0.3180
H  1.99968  0.17377  5.41503  0.3028
H  3.67743  0.25164  4.88599  0.5105
H  -1.46768  1.39312  3.84557  0.3824
H  0.51293  3.61576  3.11689  0.3050
H  -1.09873  3.88968  3.77133  0.4871
H  -0.91257  3.13574  2.18601  0.2175
H  0.97503  2.40196  5.40554  0.3030
H  -0.05531  1.05838  5.90091  0.3064
H  -0.70676  2.68663  5.82856  0.4941
C  -2.45671  2.33767  -4.99141  -0.7504
N  -2.82753  1.02915  -4.48535  0.2827
C  -3.12106  -0.08621  -5.25146  -0.6021
C  -3.49727  -1.06312  -4.40833  -0.4316
N  -3.42235  -0.54060  -3.12281  0.6447
C  -3.02863  0.76584  -3.17005  -0.1891
S  -2.87004  1.85035  -1.90241  -0.2671
C  -3.79667  -1.26144  -1.95071  -0.0893
C  -5.07793  -1.78408  -1.88309  -0.7805
C  -5.41033  -2.54833  -0.77720  -0.6397
C  -4.45439  -2.74832  0.20529  -0.9917
C  -3.20957  -2.16383  0.04436  0.2022
N  -2.87286  -1.42822  -1.01644  0.3066
H  -2.40068  2.28414  -6.07540  0.3271
H  -1.49183  2.63900  -4.58612  0.2004
H  -3.19871  3.07516  -4.69140  0.3535
H  -3.02741  -0.08371  -6.32262  0.4665
H  -3.78475  -2.08292  -4.59067  0.5079
H  -5.78704  -1.58290  -2.67405  0.4972
H  -6.40069  -2.97304  -0.68419  0.4374
H  -4.66391  -3.33942  1.08557  0.4731
H  -2.43862  -2.29531  0.79678  0.1747



Record 5
This record from the OMol25 dataset describes a cluster of 2 separate species, CH5N2O in total in a non-equilibrium geometry. The level of theory is wB97M-V/def2-TZVPD.

Calculated values
Net charge: +1
Orbital gap (alpha / beta) (hartree): 0.325 / 0.296

Each line ends with the natural charge from an NBO analysis.
Element x y z (Å)
C  -0.58192  1.16853  0.18890  -0.5314
N  1.43553  -1.29128  -0.13659  -0.5530
N  -0.63908  -0.13583  -0.30499  0.4679
O  -1.50885  -0.89188  -0.42643  0.0191
H  -1.57990  1.55088  0.34975  0.2740
H  -0.15246  1.88737  -0.63787  0.3243
H  -0.03714  1.25845  1.02697  0.2922
H  1.63380  -1.88203  -0.91071  0.3527
H  1.43003  -1.66421  0.85096  0.3543